No. 1
A cluster of 2 separate species, C4H11N2S in total in a non-equilibrium geometry, computed with ωB97M-V/def2-TZVPD.

As for the total charge: -1. Its orbital gap is 3.37 eV. Its strongest force on any atom is 0.038 Eh/bohr. As for the spin multiplicity: 1. The calculation puts the LUMO energy at 0.7 eV. As for the energy above the lowest of the compared OMol25 structures with the same formula, charge and spin: 159.9 kcal/mol. For the HOMO energy, the calculation gives -2.7 eV. The molar mass is 119.21 Da.

Structure (XYZ):
```
18
Properties=species:S:1:pos:R:3:forces:R:3:nbo_charge:R:1
C 1.2363 0.1025 1.1607 0.77 -0.78 -1.62 -0.61
C 0.3054 -1.1027 1.1493 0.73 -0.70 1.70 -0.09
C -0.6241 -1.1153 -0.1500 -0.56 -0.14 -1.88 -0.53
S 0.1207 -1.2966 -1.7905 -0.11 0.05 1.35 -0.32
N -0.4911 -1.0559 2.2955 -0.20 0.64 -0.28 -0.64
C -0.5532 2.1746 -0.4849 0.77 0.97 0.38 -0.47
N 0.0445 3.4228 -0.1964 -0.53 -0.15 0.16 -0.71
H 1.8867 0.0298 0.2575 -0.31 0.02 0.35 0.21
H 0.7092 1.0243 1.0639 -0.12 0.48 0.64 0.22
H 1.8742 0.0311 2.0226 0.12 0.26 0.50 0.20
H 0.9301 -2.0179 1.0983 -0.30 0.14 -0.21 0.16
H -1.1059 -0.1405 -0.1355 -0.03 0.20 0.41 0.22
H -1.4078 -1.8649 0.0013 0.16 0.03 0.03 0.20
H -0.6266 -1.9417 2.7784 0.17 -0.32 -0.50 0.30
H 0.3098 1.5521 -0.7384 -0.51 -0.65 -0.63 0.22
H -0.9531 1.6311 0.4430 -0.05 0.16 -0.23 0.19
H -1.3872 2.1559 -1.1998 0.15 -0.09 -0.15 0.17
H -0.6118 4.1871 -0.3641 -0.13 -0.13 -0.01 0.28
```
Forces are in eV/Å.


No. 2
An isolated molecule of C22H30N4O3 in a non-equilibrium geometry, computed with ωB97M-V/def2-TZVPD.

As for the total charge: 0. Its orbital gap is 7.51 eV. Its strongest force on any atom is 0.056 Eh/bohr. As for the spin multiplicity: 1. The calculation puts the LUMO energy at 0.3 eV. As for the energy above the lowest of the compared OMol25 structures with the same formula, charge and spin: 72.2 kcal/mol. Its SMILES is Cn1c([O-])c([C@@H](c2cc3c4c(c2)CCCN4CCC3)[N+](C)(C)C)c(=O)n(C)c1=O. For the HOMO energy, the calculation gives -7.2 eV. The molar mass is 398.51 Da.

Structure (XYZ):
```
59
Properties=species:S:1:pos:R:3:forces:R:3:nbo_charge:R:1
C 3.4207 -1.4183 -0.9589 0.05 -0.21 -0.23 -0.41
N 3.2538 -0.3193 -0.0481 0.68 0.71 0.85 -0.48
C 2.0203 -0.1576 0.6234 -0.32 0.81 0.49 0.66
O 0.9829 -0.6820 0.1909 0.85 -0.37 0.09 -0.69
C 2.0819 0.5507 1.8717 -0.35 0.19 -0.15 -0.48
C 1.0032 0.1742 2.8308 0.74 2.00 -1.90 0.01
C -0.4443 0.5375 2.3772 0.37 -0.25 1.08 0.03
C -1.4087 -0.2263 3.0040 0.30 0.07 -0.20 -0.21
C -2.6752 -0.2733 2.4876 -0.89 0.75 -0.10 -0.10
C -3.1907 0.7780 1.6845 1.54 -0.30 0.63 0.24
C -2.2901 1.8223 1.3187 0.28 -0.83 0.42 -0.07
C -0.9064 1.6284 1.5801 -0.07 -0.46 0.08 -0.19
C -2.8977 3.0595 0.6857 -0.01 0.59 0.06 -0.42
C -4.2811 2.8532 0.0332 0.15 -0.19 -0.14 -0.40
C -5.1904 1.9842 0.8934 0.07 0.03 0.21 -0.20
N -4.5101 0.7664 1.3159 -1.03 -0.37 -0.75 -0.44
C -5.3695 -0.2935 1.8310 0.03 0.08 0.29 -0.20
C -4.6583 -1.6392 1.9265 0.19 -0.03 -0.01 -0.40
C -3.4253 -1.5185 2.7989 -0.19 -0.32 0.49 -0.41
N 1.4115 -1.3919 3.1406 -0.76 -1.30 1.39 -0.25
C 0.3981 -2.5009 2.9772 -0.68 -0.67 0.16 -0.42
C 1.6668 -1.2594 4.6111 0.12 -0.61 0.60 -0.42
C 2.6944 -2.0382 2.6159 0.74 0.56 0.35 -0.41
C 3.2331 1.2457 2.3325 -0.93 0.14 0.23 0.65
O 3.3292 1.8203 3.4326 0.36 -0.47 -0.74 -0.69
N 4.2821 1.2768 1.3969 0.79 -1.00 -0.66 -0.47
C 5.5389 1.9094 1.7398 0.47 0.19 0.12 -0.41
C 4.4413 0.2534 0.4372 0.06 -0.09 -0.52 0.80
O 5.5451 -0.0916 -0.0080 -1.64 0.53 0.64 -0.65
H 2.4443 -1.7023 -1.3214 -0.19 -0.03 -0.11 0.24
H 4.0681 -1.1142 -1.7695 0.08 -0.06 -0.21 0.22
H 3.8880 -2.2650 -0.4484 0.05 -0.06 -0.08 0.18
H 1.1595 0.6272 3.8250 0.13 -0.05 -0.84 0.24
H -1.1986 -0.8673 3.8810 -0.02 0.32 -0.93 0.18
H -0.1718 2.3494 1.2066 -0.27 -0.28 0.02 0.23
H -2.2157 3.5056 -0.0477 -0.05 -0.11 0.14 0.22
H -3.0553 3.8332 1.4623 0.30 -0.33 -0.12 0.21
H -4.1788 2.4117 -0.9627 0.06 -0.12 0.13 0.21
H -4.7725 3.8240 -0.1101 0.18 -0.14 0.02 0.21
H -6.1083 1.7095 0.3434 0.43 0.01 0.15 0.20
H -5.5292 2.5753 1.7682 0.13 -0.18 -0.08 0.17
H -5.7150 -0.0231 2.8442 -0.11 -0.03 -0.06 0.17
H -6.2557 -0.3835 1.1923 0.17 0.15 0.05 0.20
H -5.3202 -2.3960 2.3471 -0.19 0.03 -0.18 0.21
H -4.3214 -1.9791 0.9404 -0.28 0.13 -0.01 0.21
H -2.7381 -2.3589 2.5999 -0.38 0.10 0.09 0.20
H -3.6417 -1.5506 3.8797 -0.24 -0.09 -0.24 0.21
H -0.1370 -2.4787 2.0062 0.50 0.40 0.61 0.27
H 0.9304 -3.4690 3.0618 -0.24 0.60 -0.14 0.21
H -0.3112 -2.4873 3.8244 0.33 0.05 -0.70 0.21
H 2.5241 -0.5921 4.7906 -0.34 -0.23 -0.20 0.25
H 0.7747 -0.8496 5.1013 0.29 -0.22 -0.14 0.22
H 1.8749 -2.2641 4.9926 0.02 0.22 0.19 0.20
H 3.5873 -1.3973 2.7967 -0.86 -0.28 -0.34 0.24
H 2.8178 -2.9361 3.2477 -0.02 0.46 -0.35 0.21
H 2.6212 -2.3668 1.5754 -0.19 0.38 0.24 0.24
H 5.3773 2.9275 2.0990 -0.11 -0.24 0.01 0.22
H 6.0740 1.3261 2.5007 -0.05 0.24 -0.08 0.19
H 6.1410 1.9091 0.8265 -0.05 0.17 0.35 0.23
```
Forces are in eV/Å.


No. 3
An isolated molecule of C2HCl2NO2 in a non-equilibrium geometry, computed with ωB97M-V/def2-TZVPD.

As for the total charge: 0. Its orbital gap (alpha / beta) is 8.31 / 8.30 eV. Its strongest force on any atom is 0.095 Eh/bohr. As for the spin multiplicity: 1. The calculation puts the LUMO energy (alpha / beta) at -0.8 / -0.8 eV. As for the energy above the lowest of the compared OMol25 structures with the same formula, charge and spin: 0.2 kcal/mol. Its SMILES is O=C[N+]([O-])=C(Cl)Cl. For the HOMO energy (alpha / beta), the calculation gives -9.1 / -9.1 eV. The molar mass is 141.94 Da.

Structure (XYZ):
```
8
Properties=species:S:1:pos:R:3:forces:R:3:nbo_charge:R:1
O 1.1784 1.6036 -0.0938 1.20 0.22 0.22 -0.45
C 1.2870 0.4427 0.1124 -3.98 2.47 -1.47 0.56
N 0.1001 -0.4131 -0.0910 0.04 -2.08 1.19 -0.05
O 0.3826 -1.6707 -0.0605 0.76 0.15 -0.29 -0.55
C -1.1579 -0.0687 -0.0191 0.79 0.76 -0.79 0.06
Cl -1.6019 1.5549 -0.1334 -0.72 0.19 0.13 0.12
Cl -2.2635 -1.3191 -0.1186 -0.60 0.09 0.14 0.15
H 2.0753 -0.1294 0.4039 2.51 -1.80 0.87 0.17
```
Forces are in eV/Å.


No. 4
An isolated molecule of C5H8N2O in a non-equilibrium geometry, computed with ωB97M-V/def2-TZVPD.

As for the total charge: 0. Its orbital gap is 7.56 eV. Its strongest force on any atom is 0.085 Eh/bohr. As for the spin multiplicity: 1. The calculation puts the LUMO energy at -0.5 eV. As for the energy above the lowest of the compared OMol25 structures with the same formula, charge and spin: 100.5 kcal/mol. For the HOMO energy, the calculation gives -8.0 eV. The molar mass is 112.13 Da.

Structure (XYZ):
```
16
Properties=species:S:1:pos:R:3:forces:R:3:nbo_charge:R:1
C 0.1178 0.9019 -2.1551 0.08 1.50 2.45 0.17
C 0.5123 1.9751 -0.9104 0.27 -0.19 -0.39 0.59
C 0.0995 -1.2167 -0.9632 -3.32 1.75 -2.22 0.23
C -1.1303 -1.8620 -0.3505 1.64 -0.30 3.36 -0.70
C 0.8993 1.7223 1.4467 4.19 -1.06 -0.23 -0.41
N -0.0964 -0.2519 -1.8204 0.34 -2.94 1.03 -0.28
N 0.4954 1.2815 0.1679 -0.20 -0.25 -1.67 -0.66
O 0.7438 3.1197 -1.3324 -0.21 -0.78 0.40 -0.69
H -0.0275 1.2609 -3.1184 -0.11 0.58 -1.78 0.21
H 1.0562 -1.6102 -1.0868 1.57 -0.92 0.70 0.22
H -1.1765 -1.4843 0.7458 -0.47 0.24 -1.90 0.27
H -1.1077 -2.9174 -0.0580 1.00 -0.19 -0.76 0.24
H -2.0253 -1.8083 -0.9085 -0.84 1.01 -0.51 0.25
H 1.5929 2.6409 1.4428 -1.63 -0.79 0.24 0.19
H 0.0256 1.6798 2.0257 -0.80 0.73 1.54 0.20
H 1.6392 0.8722 1.8294 -1.52 1.59 -0.26 0.17
```
Forces are in eV/Å.


What is the formula in the first record?
C4H11N2S